1.
{
  "formula": "C11H25N2",
  "method": "ωB97M-V/def2-TZVPD",
  "elements": ["C", "N", "C", "H", "C", "H", "H", "H", "H", "H", "H", "H", "N", "C", "H", "H", "H", "H", "H", "C", "C", "H", "H", "H", "H", "C", "H", "C", "H", "H", "H", "H", "H", "H", "C", "H", "C", "C"],
  "positions_angstrom": [[-3.080914, -0.178190, -0.415350], [-1.797368, -0.201445, 0.298102], [-4.153667, 0.672585, 0.324534], [-0.030444, 1.262193, 2.188423], [-1.619913, -1.199117, 1.306060], [1.641293, 1.734601, 1.816598], [3.217838, -2.663862, 0.389454], [3.743105, -0.521401, -0.571551], [3.339811, 1.891867, -1.277376], [-0.680486, -1.610229, 1.209834], [-3.933023, 1.676658, 0.525117], [1.931564, 0.188939, -1.522613], [-0.247548, 1.379275, -0.563430], [1.926895, 0.440227, -0.445555], [-0.733746, -1.917382, -1.537465], [1.164544, 0.120732, 2.135321], [0.386588, -0.685800, -2.173168], [-2.917600, 0.158947, -1.394178], [2.167398, 2.742379, -0.398841], [2.747996, 1.773473, -0.338552], [-0.681247, -0.126513, -0.488685], [2.148206, -2.337511, -1.049287], [-1.229684, -0.533010, -2.519211], [-1.735486, -0.745068, 2.289310], [3.271018, -0.390984, 0.977055], [0.636440, 0.621849, 0.215160], [-5.056387, 0.636827, -0.353544], [0.856873, 0.987267, 1.695926], [0.065699, 1.801915, -1.461580], [-0.856884, 2.165415, -0.179075], [3.410740, 1.780159, 0.535473], [-2.442076, -1.963051, 1.260033], [-4.281879, 0.233608, 1.312144], [1.502542, -2.259880, 0.608983], [2.327558, -2.075079, 0.003726], [-3.338544, -1.347102, -0.567350], [2.866377, -0.636554, -0.019832], [-0.535585, -0.876737, -1.814601]],
  "forces_ev_per_angstrom": [[-0.4052, -2.3364, 1.4925], [-0.3437, 0.2951, -0.4096], [-0.6280, -2.6920, -1.4361], [-1.1986, 0.6277, 0.5219], [-3.3505, 0.0393, 1.5381], [-0.2876, 0.0207, -0.1728], [-1.3282, 0.1763, -0.5616], [1.3038, -0.2477, -1.4941], [0.0742, -0.4094, 0.8731], [1.9145, -1.2781, 0.0580], [0.8855, 1.5355, -0.2484], [-1.1464, 0.6532, 0.1648], [-2.2494, 4.0494, -2.6235], [2.5575, 1.1289, -1.9898], [0.3024, 0.0188, -0.5049], [1.0697, -2.3832, 1.4441], [3.0498, -0.0784, -1.3383], [0.1827, 0.8181, -1.3726], [0.1648, -1.0831, 0.5607], [-0.1545, 1.0761, -1.6335], [2.3188, 2.5011, 0.4139], [-0.1880, -0.4665, 0.4232], [-1.2584, 0.3500, -0.9664], [0.2045, -0.1228, 0.2629], [-0.3946, -0.1247, 0.1468], [-0.7966, -2.0979, 0.8838], [0.5764, -0.0241, 1.2725], [-0.7411, 0.8002, -2.1785], [0.3207, -0.8772, 0.5658], [0.6896, -1.9206, 0.1846], [-0.2130, 0.1190, -0.3034], [0.9125, 0.3323, -0.1590], [-0.6770, -0.2151, -0.1020], [-1.4989, -0.1217, 1.0514], [3.5854, 0.3283, -1.5691], [-0.2810, 2.6206, 0.4332], [-1.0534, -0.7002, 3.4607], [-1.9191, -0.3115, 3.3115]],
  "orbital_gap_ev": 10.001,
  "charge": 1,
  "e_tot_ha": -543.2906,
  "e_above_lowest_kj_mol": 269.4,
  "smiles": "CC[C@H](C)[C@@]1(C)[NH2+][C@]1(C)N(C)CC"
}


2.
{
  "formula": "C11H25N2",
  "method": "ωB97M-V/def2-TZVPD",
  "elements": ["H", "H", "C", "H", "H", "C", "C", "H", "H", "H", "H", "H", "N", "H", "C", "H", "H", "H", "H", "C", "H", "C", "C", "H", "H", "C", "C", "H", "C", "H", "H", "C", "H", "H", "H", "H", "H", "N"],
  "positions_angstrom": [[2.037895, -0.112323, 0.154711], [0.591484, 1.531979, 1.066057], [4.079888, 1.551435, 1.241592], [2.877873, 2.807666, 2.401089], [-1.705700, -0.252420, -2.641902], [-1.133369, -2.213241, -1.958893], [-1.835617, -0.258111, -0.477647], [-3.363499, 1.798297, -1.743028], [-4.657159, 1.781830, -0.532347], [-3.952657, -0.571028, -2.369852], [-5.043531, 1.652669, -2.250615], [-3.374828, -1.750307, -0.243099], [1.881960, -1.264643, 1.792219], [-1.261111, -0.675823, 0.360487], [-3.301083, -0.660581, -0.303343], [5.077059, 2.021411, 1.191592], [-1.744175, 0.830478, -0.390372], [-3.649821, -0.283596, 0.663816], [5.270458, -0.801551, 2.153153], [2.740752, 2.360329, 1.375616], [5.616991, -0.481735, 0.406049], [1.552318, 1.348060, 1.601027], [4.819791, -0.733234, 1.130906], [4.335216, -1.717473, 0.945382], [1.213758, 1.365631, 2.665647], [2.300343, 0.016003, 1.242197], [-4.245840, -0.164266, -1.397833], [2.606190, 3.234941, 0.708326], [-4.327383, 1.355520, -1.482641], [-0.161969, -0.311012, -1.817256], [-0.585040, -2.679755, -1.135888], [-1.186815, -0.699500, -1.790185], [-5.246197, -0.554530, -1.191165], [0.914938, -1.382477, 1.494348], [-2.132289, -2.649987, -1.997334], [-0.625489, -2.471978, -2.889862], [1.867652, -1.266317, 2.812168], [3.749008, 0.299641, 1.206880]],
  "forces_ev_per_angstrom": [[0.4948, 0.0212, 0.6614], [1.1649, -0.3178, -0.2892], [-3.9661, 0.2037, -0.4060], [0.0417, 0.1938, -0.9662], [0.0056, 0.0328, 0.0569], [0.0167, 0.0573, -0.1578], [0.0231, 0.1903, -0.0735], [-0.0287, 0.0297, 0.0153], [0.0365, 0.0124, -0.0189], [0.0003, -0.0311, 0.0328], [0.0390, 0.0578, 0.0500], [0.0372, 0.0199, 0.0141], [0.5853, 0.9099, 0.5460], [0.0002, -0.0483, 0.0158], [-0.0353, -0.1445, 0.0240], [-0.4803, -0.8018, -0.0255], [-0.0422, -0.0110, 0.0099], [-0.0081, -0.0010, -0.0302], [-0.2936, 0.0340, -0.8692], [0.7262, 0.8740, 2.1548], [-0.7934, -0.0301, 0.2584], [1.2240, -0.0992, 0.6636], [-0.2454, -1.1132, 1.1005], [0.4365, 0.7872, -0.1604], [0.6648, -0.0845, -0.6049], [-2.7722, -0.5518, -2.4581], [-0.0139, 0.0901, 0.0993], [0.1939, -0.8343, 0.0641], [-0.0289, -0.0446, -0.1229], [-0.0292, 0.0599, -0.0633], [-0.0528, -0.0348, 0.0009], [0.0732, -0.0954, 0.1449], [0.0659, -0.0467, -0.0320], [0.2455, -0.2777, -0.0559], [0.0434, -0.0139, 0.0321], [-0.0241, -0.0614, 0.0547], [0.0424, 0.0653, -0.1299], [2.6530, 1.0039, 0.4643]],
  "orbital_gap_ev": 8.829,
  "charge": 1,
  "e_tot_ha": -543.3569,
  "e_above_lowest_kj_mol": 95.4
}